[1]
DFT (ωB97M-V with the def2-TZVPD basis set) results for C27H31Br2IrN4O3SSi2 as an isolated structure.

Each line ends with the Löwdin charge.
CARTESIAN COORDINATES (ANGSTROEM)
Ir (-0.08, 0.44, 0.28)  0.949
O (-1.01, 1.48, 1.75)  -0.361
N (-2.32, 1.76, 1.64)  -0.169
C (-2.82, 2.54, 2.62)  0.001
C (-4.14, 2.87, 2.63)  -0.027
C (-4.97, 2.38, 1.61)  -0.038
C (-4.44, 1.59, 0.64)  -0.065
C (-3.07, 1.26, 0.64)  -0.637
S (-2.35, 0.23, -0.53)  0.721
H (-2.10, 2.84, 3.36)  0.146
H (-4.53, 3.50, 3.43)  0.119
H (-6.02, 2.63, 1.60)  0.120
H (-5.04, 1.18, -0.16)  0.114
C (1.68, 2.55, 2.52)  -0.194
Si (1.84, 0.88, 1.68)  0.506
C (3.40, 1.01, 0.63)  -0.193
C (2.07, -0.54, 2.88)  -0.303
C (3.11, -0.57, 3.81)  -0.091
C (3.29, -1.68, 4.62)  -0.076
C (2.44, -2.77, 4.51)  -0.075
C (1.40, -2.75, 3.59)  -0.089
C (1.20, -1.64, 2.77)  -0.305
Si (-0.30, -1.49, 1.63)  0.426
C (-1.79, -1.30, 2.77)  -0.196
C (-0.63, -3.11, 0.72)  -0.191
H (2.49, 2.66, 3.25)  0.037
H (0.74, 2.67, 3.05)  0.012
H (1.79, 3.36, 1.79)  0.030
H (4.21, 1.38, 1.27)  0.040
H (3.31, 1.72, -0.20)  0.027
H (3.73, 0.05, 0.23)  0.023
H (3.78, 0.27, 3.91)  0.103
H (4.10, -1.70, 5.34)  0.106
H (2.58, -3.64, 5.14)  0.106
H (0.73, -3.60, 3.52)  0.101
H (-1.92, -2.22, 3.35)  0.041
H (-2.72, -1.12, 2.22)  0.018
H (-1.64, -0.48, 3.48)  0.031
H (-0.73, -3.91, 1.46)  0.034
H (0.11, -3.44, -0.01)  0.015
H (-1.58, -3.03, 0.19)  0.029
Br (4.03, -1.65, -4.57)  0.845
C (2.89, -1.09, -3.19)  -0.660
C (2.74, -1.86, -2.05)  -0.069
C (1.88, -1.40, -1.08)  -0.115
N (1.18, -0.26, -1.18)  -0.082
C (1.37, 0.51, -2.28)  -0.189
C (2.21, 0.11, -3.30)  -0.034
C (0.71, 1.84, -2.29)  -0.201
C (0.62, 2.63, -3.43)  -0.035
C (0.03, 3.88, -3.31)  -0.664
Br (-0.11, 4.98, -4.82)  0.831
C (-0.45, 4.31, -2.09)  -0.071
C (-0.34, 3.44, -1.01)  -0.093
N (0.22, 2.24, -1.11)  -0.001
H (3.25, -2.80, -1.92)  0.128
H (1.75, -1.95, -0.16)  0.099
H (2.38, 0.75, -4.16)  0.110
H (0.99, 2.29, -4.38)  0.110
H (-0.90, 5.28, -1.97)  0.115
H (-0.71, 3.72, -0.03)  0.124
N (-2.83, -2.45, -4.65)  0.009
C (-1.58, -3.19, -4.56)  -0.150
C (-0.78, -2.76, -3.34)  -0.519
O (0.17, -3.35, -2.92)  0.103
O (-1.21, -1.62, -2.78)  0.033
H (-3.12, -2.30, -5.60)  0.088
H (-2.01, -1.36, -3.30)  0.083
H (-3.59, -2.92, -4.17)  0.095
H (-0.96, -2.97, -5.42)  0.135
H (-1.69, -4.28, -4.52)  0.130

Values from the calculation:
- electronic energy (Eh) = -7721.65612
- total charge = +1
- energy relative to the best compared isomer or geometry (same formula, charge and spin) (kcal per mole) = 0.0
- expectation value of S² = 0.76
- spin multiplicity = 2
- HOMO-LUMO gap (alpha / beta) (eV) = 7.5414 / 5.8505

=====

[2]
DFT (ωB97M-V with the def2-TZVPD basis set) results for one molecule with the formula C24H30N4O5S.

Each line ends with the Löwdin charge.
CARTESIAN COORDINATES (ANGSTROEM)
C (1.05, -4.57, 1.25)  -0.095
C (0.55, -5.13, 2.57)  -0.250
C (-0.65, -6.08, 2.41)  -0.211
C (-1.90, -5.46, 1.79)  -0.197
C (-2.55, -4.37, 2.66)  -0.149
C (-1.94, -3.01, 2.46)  -0.224
C (-2.00, -2.48, 1.12)  -0.100
N (-1.41, -1.40, 0.78)  0.066
N (-1.54, -0.98, -0.49)  0.029
C (-0.94, 0.15, -0.92)  -0.139
C (-0.17, 0.92, -0.02)  0.008
C (0.45, 2.08, -0.41)  -0.033
C (0.32, 2.52, -1.73)  -0.266
S (1.11, 4.03, -2.26)  0.678
O (1.89, 4.53, -1.16)  -0.285
O (0.13, 4.89, -2.86)  -0.271
N (2.07, 3.42, -3.50)  -0.237
C (2.22, 4.26, -4.67)  -0.165
C (3.32, 5.30, -4.45)  -0.182
O (4.53, 4.68, -4.08)  -0.126
C (4.39, 3.94, -2.89)  -0.188
C (3.33, 2.85, -3.04)  -0.164
C (-0.41, 1.80, -2.64)  0.031
C (-1.05, 0.61, -2.26)  -0.073
N (-1.78, -0.08, -3.26)  -0.342
O (-1.77, 0.36, -4.39)  0.091
O (-2.39, -1.10, -2.94)  0.052
C (-1.36, -2.28, 3.43)  -0.005
C (-1.24, -2.61, 4.85)  -0.230
C (-2.32, -3.07, 5.60)  -0.044
C (-2.16, -3.37, 6.94)  -0.079
C (-0.93, -3.21, 7.55)  -0.089
C (0.14, -2.73, 6.82)  -0.082
C (-0.01, -2.42, 5.48)  -0.042
H (0.33, -3.88, 0.82)  0.049
H (1.98, -4.02, 1.41)  0.071
H (1.24, -5.37, 0.54)  0.076
H (1.35, -5.69, 3.05)  0.107
H (0.28, -4.31, 3.24)  0.081
H (-0.90, -6.48, 3.40)  0.111
H (-0.34, -6.92, 1.79)  0.109
H (-1.66, -5.07, 0.80)  0.095
H (-2.63, -6.27, 1.66)  0.111
H (-3.61, -4.31, 2.40)  0.123
H (-2.48, -4.67, 3.70)  0.100
H (-2.60, -3.04, 0.39)  0.137
H (-2.11, -1.50, -1.16)  0.128
H (-0.09, 0.56, 1.00)  0.104
H (1.04, 2.67, 0.27)  0.118
H (1.26, 4.74, -4.85)  0.115
H (2.48, 3.61, -5.51)  0.134
H (3.52, 5.86, -5.36)  0.130
H (2.99, 5.99, -3.65)  0.131
H (5.37, 3.50, -2.69)  0.130
H (4.11, 4.60, -2.06)  0.116
H (3.14, 2.36, -2.09)  0.121
H (3.64, 2.11, -3.78)  0.134
H (-0.51, 2.15, -3.65)  0.131
H (-0.89, -1.35, 3.13)  0.116
H (-3.29, -3.16, 5.14)  0.116
H (-3.01, -3.72, 7.52)  0.103
H (-0.81, -3.45, 8.60)  0.101
H (1.10, -2.59, 7.30)  0.103
H (0.82, -2.04, 4.91)  0.115

Values from the calculation:
- electronic energy (Eh) = -1925.79346
- total charge = 0
- energy relative to the best compared isomer or geometry (same formula, charge and spin) (kcal per mole) = 174.0
- HOMO-LUMO gap (eV) = 7.2227
- SMILES string = CCCCCC(/C=N/Nc1ccc(S(=O)(=O)N2CCOCC2)cc1[N+](=O)[O-])=C\c1ccccc1

=====

[3]
DFT (ωB97M-V with the def2-TZVPD basis set) results for a 2-piece molecular cluster, C3H12NO2 overall.

Each line ends with the Löwdin charge.
CARTESIAN COORDINATES (ANGSTROEM)
C (1.35, 0.21, 0.60)  -0.094
C (1.10, -0.05, -0.91)  -0.109
C (-0.24, -0.85, -1.55)  -0.212
O (-1.38, -1.19, -0.80)  -0.088
N (0.34, -0.38, 1.78)  0.175
H (1.45, 1.32, 0.71)  0.127
H (2.29, -0.19, 0.96)  0.103
H (0.90, 0.90, -1.36)  0.089
H (1.83, -0.84, -1.21)  0.123
H (-0.52, -0.11, -2.45)  0.152
H (-0.10, -1.88, -1.94)  0.119
H (-2.17, -0.99, -1.24)  0.065
H (-0.71, -0.22, 1.38)  0.171
H (0.53, 0.24, 2.55)  0.132
H (0.55, -1.38, 1.94)  0.158
H (-1.70, 1.76, -0.27)  0.018
H (-1.96, 2.14, 1.19)  0.076
O (-1.58, 1.49, 0.59)  -0.004

Values from the calculation:
- electronic energy (Eh) = -326.41124
- total charge = +1
- energy relative to the best compared isomer or geometry (same formula, charge and spin) (kcal per mole) = 63.9
- HOMO-LUMO gap (eV) = 10.5653